Entry from OMol25: an isolated ion of composition C5H8NO2 and charge -1 in a non-equilibrium geometry (wB97M-V/def2-TZVPD).

XYZ file:
```
16
Properties=species:S:1:pos:R:3:forces:R:3
O -0.78088 0.39965 -2.49857 0.0297 0.5026 0.0348
O -1.71039 -1.64792 -2.36787 -0.2339 -0.1815 -0.1850
N 0.62116 1.63617 0.00699 -0.5044 -0.3753 -0.0217
C 0.39966 0.85482 2.27231 1.0491 0.3533 0.9895
C 0.22522 -1.20288 -1.00113 -0.3797 1.0015 -0.8640
C -0.86984 -0.77999 -2.09040 0.8154 -0.3141 0.9804
C -0.19138 -0.66674 0.41621 0.6242 -1.1242 -1.0084
C 0.37627 0.64130 0.95268 -1.1705 -0.4649 -0.4368
H 0.11601 1.46018 -0.87483 0.2402 0.0775 0.0992
H 0.43258 0.12319 3.07319 -0.5067 -0.5053 -0.5879
H 0.29385 -2.28792 -1.04875 -0.0851 -0.0582 0.4230
H 0.03147 -1.48561 1.10177 -0.0511 0.2873 0.4080
H 0.69646 1.80874 2.68770 0.0246 0.4648 -0.3094
H -1.27998 -0.61492 0.33563 -0.0198 0.3409 0.4157
H 0.45940 2.56050 0.38721 0.1413 -0.0694 -0.2102
H 1.18039 -0.79855 -1.35215 0.0268 0.0649 0.2729
```
Forces are in eV/Å.

## Properties
net charge = -1
ΔE to the lowest compared entry with this formula, charge and spin = 5.68 kcal per mole
E_tot = -400.60565 Ha
orbital gap = 8.04 eV
SMILES string = C=C(N)CCC(=O)[O-]

Mulliken atomic charges, in units of e: -0.755, -0.721, -0.534, -1.130, -0.764, 0.541, -0.680, 0.751, 0.304, 0.279, 0.319, 0.256, 0.261, 0.271, 0.239, 0.362